No. 1
Formula: C20H22BaN2O2
Source: OMol25
Level of theory: ωB97M-V with the def2-TZVPD basis set

Structure (XYZ):
```
47
Properties=species:S:1:pos:R:3
C 0.7451 -0.3397 4.2949
C 1.5175 -1.6160 4.0092
H 1.3528 0.5608 4.1770
H 0.4240 -0.3170 5.3359
H -0.2145 -0.2646 3.7602
H 1.8584 -1.7104 2.9761
H 2.4147 -1.6750 4.6339
H 0.9332 -2.4962 4.2697
C -0.4002 3.1593 -0.5557
C -0.4233 4.1988 -1.5001
C 0.0761 3.9402 -2.7831
C 0.5194 2.6576 -3.0845
H -0.8130 3.2747 0.4605
H -0.8159 5.1753 -1.2129
H 0.1249 4.7099 -3.5454
H 0.8940 2.3866 -4.0755
N 0.1292 1.9475 -0.8100
C 0.5057 1.6669 -2.0835
C 0.8754 0.2676 -2.3793
N 0.7656 -0.6388 -1.3825
C 1.0358 -1.9241 -1.6370
C 1.6271 -1.4482 -3.9133
C 1.4797 -2.3789 -2.8795
H 0.8725 -2.5745 -0.7809
H 1.7045 -3.4316 -3.0173
C 1.3089 -0.1198 -3.6533
H 1.3961 0.6439 -4.4179
H 1.9855 -1.7248 -4.9039
Ba 0.1145 0.0262 1.2675
C 0.1647 -2.8048 1.3091
H 1.2130 -3.1198 1.2591
H -0.4894 -3.3796 0.6465
H -0.2322 -2.7576 2.3288
O -2.3198 -0.5859 2.2282
C -2.8750 0.2291 1.4070
O -2.2352 0.8056 0.4601
C -4.3106 0.5527 1.5733
C -5.0000 1.5605 0.8618
C -6.3797 1.6953 1.0517
C -7.0646 0.8836 1.9678
C -6.3556 -0.0828 2.6954
C -4.9791 -0.2007 2.5308
H -4.4646 2.2420 0.2015
H -6.9455 2.4456 0.4920
H -8.1336 1.0115 2.1342
H -6.8539 -0.7408 3.4038
H -4.3921 -0.8727 3.1494
```

Computed properties:
Energy relative to the best compared isomer or geometry (same formula, charge and spin) ... 0.0000 eV
LUMO energy ... -0.5 eV
E_HOMO ... -5.7 eV
Total energy ... -28866.3485 eV



No. 2
Formula: C20H22CeN2O3
Source: OMol25
Level of theory: ωB97M-V with the def2-TZVPD basis set

Structure (XYZ):
```
48
Properties=species:S:1:pos:R:3
C 1.1000 2.7285 2.5441
C -0.1919 3.4860 2.4242
H 0.8062 1.6553 2.5682
H 1.6411 2.8030 3.5094
H 1.7216 2.9122 1.6466
H -0.7841 2.7994 1.7788
H -0.7176 3.6646 3.3706
H -0.1668 4.4760 1.9364
C 2.2198 -1.7794 -1.6069
C 3.0308 -2.5154 -2.4244
C 2.5921 -2.8665 -3.6864
C 1.3461 -2.4312 -4.1889
H 2.4762 -1.4350 -0.6128
H 4.0062 -2.8157 -2.0513
H 3.2061 -3.4912 -4.3269
H 1.0162 -2.5988 -5.2147
N 0.9606 -1.5017 -2.0393
C 0.4822 -1.7299 -3.3167
C -0.8447 -1.1130 -3.6936
N -1.4979 -0.2966 -2.7821
C -2.5255 0.5603 -3.0976
C -2.6210 -0.4688 -5.2523
C -3.1331 0.4174 -4.3257
H -2.8331 1.3133 -2.3637
H -4.0045 1.0399 -4.5295
C -1.4371 -1.1796 -4.9725
H -0.9131 -1.7590 -5.7103
H -3.1091 -0.6101 -6.2161
Ce -0.0883 0.2109 -1.0638
C 1.0610 2.0221 -1.9906
H 0.2104 2.5675 -2.4554
H 1.6645 1.4570 -2.7409
H 1.6643 2.6217 -1.2843
O 1.0041 -2.3307 4.4499
C 0.2067 -1.2669 4.5257
C 0.0849 -0.6343 5.7902
C -0.7514 0.4806 5.8890
C -1.5563 0.8704 4.7971
C -1.5369 0.1415 3.6013
C -0.5117 -0.7909 3.3697
C 0.0174 -1.2586 2.0895
O 0.7824 -2.2499 1.9356
O -0.3066 -0.5101 1.0648
H 0.9604 -2.5894 3.4664
H 0.6445 -0.9989 6.6563
H -0.8441 0.9888 6.8474
H -2.2308 1.7334 4.8609
H -2.3003 0.2719 2.8245
```

Computed properties:
LUMO energy (alpha / beta) ... -8.8 / -8.8 eV
E_HOMO (alpha / beta) ... -12.6 / -12.6 eV
Total energy ... -43131.1360 eV
Net charge ... +2



No. 3
Formula: C20H22Cl2N5O2
Source: OMol25
Level of theory: ωB97M-V with the def2-TZVPD basis set

Structure (XYZ):
```
51
Properties=species:S:1:pos:R:3
N -0.6816 -5.1264 3.1530
C 0.3266 -4.5582 2.9482
C 1.5395 -3.8698 2.7711
C 1.4870 -2.4717 2.2884
C 0.4378 -1.7784 3.0489
N -0.3133 -1.2766 3.7942
C 2.7980 -1.6891 2.4568
O 2.7928 -0.4933 2.1629
C 3.9985 -2.4071 2.8866
Cl 5.4288 -1.4773 2.9479
C 4.0058 -3.7511 3.1638
Cl 5.3947 -4.5358 3.7548
C 2.7702 -4.5772 3.0770
O 2.7509 -5.8021 3.2615
C -4.7834 5.3453 -2.9309
C -3.3792 5.0012 -2.4251
C -2.9152 3.6143 -2.8451
C -1.4547 3.2675 -2.4843
N -1.3097 2.3803 -1.3156
C -1.5705 2.7433 0.0087
C -1.3782 1.6436 0.7658
N -1.0389 0.6054 -0.0951
C -0.7446 -0.7883 0.2713
C 0.7611 -1.0126 0.2897
C 1.5014 -0.9163 -1.0251
C 2.6501 -1.9164 -0.9256
C 2.1198 -3.0796 -0.1145
N 1.0807 -2.4128 0.8363
C -0.9730 1.0863 -1.3430
H -5.0319 6.3794 -2.6764
H -4.8555 5.2409 -4.0192
H -5.5378 4.6969 -2.4730
H -2.6669 5.7467 -2.8050
H -3.3597 5.0792 -1.3296
H -3.5917 2.8526 -2.4364
H -2.9884 3.5470 -3.9394
H -0.9971 2.7463 -3.3335
H -0.8901 4.1894 -2.2871
H -1.8628 3.7409 0.2827
H -1.4515 1.5061 1.8315
H -1.1513 -1.0061 1.2687
H -1.2093 -1.4580 -0.4794
H 1.2024 -0.3162 1.0041
H 0.8246 -1.1821 -1.8466
H 1.8431 0.1137 -1.1776
H 2.9939 -2.2418 -1.9085
H 3.5113 -1.4707 -0.4089
H 1.5455 -3.8135 -0.7035
H 2.8648 -3.6150 0.4789
H 0.2310 -2.9944 0.8039
H -0.7239 0.5119 -2.2281
```

Computed properties:
LUMO energy ... -3.9 eV
SMILES ... CCCCn1cc[n+](C[C@@H]2CCC[N@H+]2[C@]2(C#N)C(=O)C(Cl)=C(Cl)C([O-])=C2C#N)c1
E_HOMO ... -10.3 eV
Total energy ... -57678.2344 eV
Net charge ... +1